# 1
A gas-phase ion, C2H2NO2 (charge -1). Source: the OMol25 dataset; level of theory: ωB97M-V with the def2-TZVPD basis set.

Geometry as XYZ:
```
7
Properties=species:S:1:pos:R:3:mulliken_charge:R:1
O 1.9294 -0.0023 -0.9703 -0.6649
O 1.2469 -1.4131 0.6838 -0.6664
N -0.3548 -0.2734 -0.5446 -0.4547
C 1.1663 -0.6119 -0.2381 0.6304
C -1.0634 0.5086 0.1810 -0.2850
H -0.8041 1.1291 1.0573 0.2222
H -2.1204 0.6631 -0.1691 0.2184
```

Properties
**Net charge**: -1
**Highest occupied orbital energy**: -3.88 eV
**SMILES string**: C=NC(=O)[O-]
**Calculated total energy**: -282.6835 a.u.
**Orbital gap**: 8.4 eV



# 2
A single C24H20N2O7S molecule. Source: the OMol25 dataset; level of theory: ωB97M-V with the def2-TZVPD basis set.

Geometry as XYZ:
```
54
Properties=species:S:1:pos:R:3:mulliken_charge:R:1
S 4.6812 0.1034 1.7692 1.2237
O 2.1551 -2.8711 0.7592 -0.3953
O -1.4632 2.4985 0.9103 -0.6847
O 4.5238 0.0080 3.1899 -0.7281
O -1.6142 -1.6393 0.1267 -0.7422
O -3.8015 -1.5986 0.2100 -0.3125
O 5.9260 0.5887 1.2564 -0.6518
O 0.3012 2.8930 -1.0402 -0.3893
N -0.2382 0.6420 0.4183 0.2074
N 4.3950 -1.4466 1.1786 -0.3273
C 1.3217 2.3758 -0.3270 0.9604
C -1.3901 1.3194 0.6361 0.5984
C -4.9898 -0.9760 0.3793 -0.1414
C 1.0453 1.2004 0.4047 -0.3056
C 2.0688 0.5507 1.0755 -0.1949
C -7.4575 0.2382 0.7286 -0.6439
C -6.3148 0.9974 0.8183 -0.5794
C 2.8337 -1.7085 -2.6763 -0.7217
C 2.6187 2.8850 -0.3150 -0.6518
C -3.8247 1.1090 0.7162 -0.5220
C -7.3747 -1.1282 0.4621 -0.4186
C 1.0261 -3.7018 0.5894 -0.7722
C 0.4780 4.1315 -1.6866 -0.9964
C -2.6342 0.4781 0.5404 -0.2872
C 4.5063 -0.8945 -1.1669 -0.2140
C -6.1516 -1.7394 0.2872 -0.4879
C -5.0584 0.4021 0.6439 0.8681
C 2.1987 -2.3690 -1.6344 -0.5497
C 3.8852 -1.5512 -0.1183 -0.2248
C 3.3547 1.0519 1.0286 -0.0758
C 2.7121 -2.2934 -0.3504 0.9231
C -2.6097 -0.9566 0.2814 0.8044
C 3.6342 2.2164 0.3475 -1.0025
C 3.9808 -0.9740 -2.4463 -0.7689
H 2.8518 3.7897 -0.8523 0.4301
H 4.4710 -0.4618 -3.2596 0.4126
H 1.2240 4.0645 -2.4853 0.3427
H -8.2778 -1.7148 0.3929 0.3870
H -6.3639 2.0558 1.0238 0.4516
H 0.1597 -3.1389 0.2332 0.2475
H -3.8193 2.1724 0.9140 0.5427
H 4.6492 2.5783 0.3281 0.4831
H 1.2406 -4.5261 -0.0967 0.4019
H 0.8120 -4.1042 1.5784 0.2556
H -0.4919 4.3749 -2.1166 0.2548
H -0.3040 -0.3719 0.3507 0.1882
H -6.0688 -2.7945 0.0819 0.4851
H -8.4243 0.6977 0.8642 0.4041
H 1.8566 -0.3484 1.6330 0.6420
H 5.3965 -0.3244 -0.9560 0.5976
H 1.2940 -2.9220 -1.8299 0.4289
H 2.4185 -1.7730 -3.6706 0.3971
H 0.7642 4.9133 -0.9780 0.4010
H 3.8882 -2.0077 1.8487 0.4507
```

Properties
**Highest occupied orbital energy**: -8.31 eV
**SMILES string**: COc1ccc(S(=O)(=O)Nc2ccccc2OC)cc1NC(=O)c1cc2ccccc2oc1=O
**Calculated total energy**: -1960.9626 a.u.
**Orbital gap**: 7.4 eV



# 3
A molecular structure, C3H2O3Pt. Source: the OMol25 dataset; level of theory: ωB97M-V with the def2-TZVPD basis set.

Geometry as XYZ:
```
9
Properties=species:S:1:pos:R:3:lowdin_spin:R:1
Pt 0.3288 -0.7473 -0.0850 0.9376
O 4.3521 -0.6078 0.2827 0.0266
O -0.1819 0.8816 -0.5162 0.5931
O 2.0787 -1.0190 0.1483 0.1099
C 3.2135 -0.7446 0.2451 0.0384
C -1.2242 0.1231 -0.0513 0.1072
C -2.4992 0.5775 -0.0160 0.1707
H -2.7276 1.6539 -0.0504 0.0080
H -3.3402 -0.1174 0.0428 0.0086
```

Properties
**Highest occupied orbital energy (alpha / beta)**: -6.78 / -8.49 eV
**Calculated total energy**: -460.2820 a.u.
**<S²>**: 2.0166
**Orbital gap (alpha / beta)**: 6.8 / 6.8 eV
**Spin multiplicity**: 3



# 4
A single CH2FPS molecule. Source: the OMol25 dataset; level of theory: ωB97M-V with the def2-TZVPD basis set.

Geometry as XYZ:
```
6
Properties=species:S:1:pos:R:3:mulliken_charge:R:1
S -1.7842 0.1076 -0.1376 -0.2109
P 1.4899 0.5966 -0.0021 0.1421
F 2.5445 -0.6224 0.1324 -0.2572
C -0.0093 -0.1906 -0.0918 -0.0696
H -2.3545 1.3693 0.3613 0.1615
H 0.1136 -1.2604 -0.2621 0.2341
```

Properties
**Highest occupied orbital energy**: -8.72 eV
**SMILES string**: F/P=C/S
**Calculated total energy**: -878.6667 a.u.
**Orbital gap**: 8.6 eV